Formula: C4H11N2O
Source: the OMol25 dataset
Level of theory: ωB97M-V/def2-TZVPD

Values from the calculation:
gap between HOMO and LUMO (spin up / spin down) = 4.65 / 9.49 eV
⟨S²⟩ = 0.753
multiplicity = 2
charge = 0
calculated total energy = -343.62923 hartree
relative energy (zero: lowest compared OMol25 entry of this formula, charge and spin) = 43.59 kcal/mol

Cartesian coordinates (Å):
N  -2.029  -0.863  3.094
C  -2.190  -0.954  1.787
N  -1.327  -0.572  0.877
H  -1.149  -0.531  3.501
H  -2.856  -1.028  3.669
H  -3.168  -1.195  1.364
H  -1.465  -0.888  -0.091
H  -0.468  -0.008  1.090
C  1.855  0.191  -0.140
C  1.606  0.051  -1.643
C  1.085  1.096  -2.344
O  0.751  0.946  -3.675
H  2.868  0.518  0.106
H  1.199  0.935  0.321
H  1.740  -0.796  0.356
H  1.809  -0.842  -2.246
H  1.015  2.126  -1.953
H  0.722  1.813  -4.074